one.
Entry from the OMol25 dataset: a cluster of 2 separate species, C3H9NO4 in total (ωB97M-V/def2-TZVPD).

Cartesian coordinates (Å):
O: -2.117 1.691 1.077
C: -1.452 0.785 0.670
O: -1.868 -0.177 -0.182
C: -0.012 0.553 1.138
C: 1.039 0.947 0.027
O: 0.712 0.501 -1.293
N: 0.375 -0.689 1.712
H: -2.783 -0.109 -0.476
H: 0.113 1.391 1.832
H: 2.002 0.464 0.154
H: 1.147 2.031 0.093
H: -0.105 0.853 -1.603
H: 0.565 -1.416 1.032
H: -0.201 -1.109 2.430
H: 0.875 -2.520 -1.681
H: 0.865 -1.120 -2.380
O: 0.846 -2.073 -2.549

Charge ... 0
SMILES string ... N[C@@H](CO)C(=O)O.O
Orbital gap ... 10.20 eV

---

two.
Entry from the OMol25 dataset: a cluster of 2 separate species, C3H9NO4 in total (ωB97M-V/def2-TZVPD).

Cartesian coordinates (Å):
C: -0.177 1.145 1.075
N: -0.358 1.863 -0.072
O: 1.163 0.176 1.249
O: -1.121 0.178 1.219
O: 0.013 1.970 2.146
H: -0.689 -0.539 1.709
H: 0.432 1.386 2.816
H: 1.983 0.596 0.959
H: -0.599 1.329 -0.900
H: 0.265 2.645 -0.191
C: 0.470 -1.765 -1.357
C: -0.917 -1.250 -1.561
O: -1.186 -0.179 -2.049
H: -1.728 -1.912 -1.204
H: 0.511 -2.846 -1.464
H: 1.166 -1.279 -2.039
H: 0.771 -1.518 -0.334

Charge ... 0
SMILES string ... NC(O)(O)O.CC=O
Orbital gap ... 10.64 eV

---

three.
Entry from the OMol25 dataset: a structure of composition C3H9NO4 (ωB97M-V/def2-TZVPD).

Cartesian coordinates (Å):
O: 0.579 -1.963 1.379
C: 0.397 -1.576 0.209
O: 1.569 -1.732 -0.593
C: -0.004 -0.007 -0.045
C: -1.076 0.416 0.952
O: -1.146 1.796 1.059
N: -0.262 0.247 -1.398
H: -0.468 -2.100 -0.284
H: 0.948 0.499 0.163
H: -0.789 -0.053 1.888
H: -2.013 0.020 0.589
H: -0.624 2.092 0.220
H: 2.165 -2.291 -0.075
H: -0.126 1.287 -1.571
H: -1.174 -0.054 -1.730
H: 0.234 3.096 -1.497
O: -0.041 2.242 -1.158

Charge ... 0
Orbital gap ... 6.56 eV

---

Which one is most stable, and which one is least stable? one is the most stable of them, while three is the least stable.

---

one.
Entry from the OMol25 dataset: a cluster of 11 separate species, C18H40BBr14N3O8 in total (ωB97M-V/def2-TZVPD).

Cartesian coordinates (Å):
N: 4.072 5.181 0.553
H: 3.598 4.945 1.422
H: 4.657 4.409 0.238
H: 4.592 6.016 0.832
H: 3.376 5.455 -0.148
N: -5.799 -3.370 4.883
H: -5.864 -3.536 3.865
H: -5.753 -2.358 4.984
H: -4.913 -3.790 5.183
H: -6.665 -3.614 5.363
N: -4.214 1.918 4.137
H: -4.174 1.241 3.364
H: -4.415 1.346 4.958
H: -4.961 2.585 3.931
H: -3.356 2.453 4.250
O: -1.298 0.699 -1.319
C: -1.882 0.403 -0.332
O: -2.090 -0.785 0.209
B: -2.805 -0.673 1.466
O: -3.060 0.776 1.657
C: -2.405 1.422 0.676
O: -2.253 2.599 0.582
O: -4.075 -1.447 1.267
C: -4.099 -2.453 2.122
O: -4.970 -3.265 2.292
C: -2.887 -2.260 3.082
O: -2.193 -1.235 2.684
O: -2.660 -2.920 4.049
Br: 0.938 5.567 -5.398
C: 1.829 6.913 -4.286
C: 2.568 6.070 -3.292
Br: 3.575 7.196 -2.055
H: 1.083 7.598 -3.889
H: 2.487 7.528 -4.897
H: 3.168 5.329 -3.818
H: 1.861 5.449 -2.743
Br: 1.848 -4.811 -0.083
C: 2.506 -3.239 0.911
C: 2.169 -1.928 0.167
Br: 2.881 -0.343 1.156
H: 3.588 -3.316 0.977
H: 2.036 -3.203 1.890
H: 1.093 -1.838 0.058
H: 2.681 -2.013 -0.788
Br: -2.403 -5.813 4.421
C: -2.086 -6.137 2.521
C: -1.511 -7.547 2.466
Br: -1.035 -8.009 0.610
H: -1.371 -5.380 2.210
H: -3.037 -6.073 2.004
H: -2.202 -8.274 2.891
H: -0.622 -7.773 3.050
Br: 1.541 -1.165 5.162
C: 0.849 -3.016 4.936
C: 1.972 -3.986 5.064
Br: 1.257 -5.830 5.173
H: 0.447 -3.003 3.919
H: -0.096 -3.222 5.432
H: 2.446 -3.913 6.039
H: 2.658 -4.016 4.226
Br: 4.832 -1.547 -2.315
C: 4.507 0.424 -2.234
C: 5.645 1.014 -1.348
Br: 5.816 2.926 -1.530
H: 3.523 0.652 -1.836
H: 4.547 0.775 -3.258
H: 6.609 0.598 -1.628
H: 5.446 0.691 -0.330
Br: -1.737 1.566 -5.729
C: -2.501 2.211 -4.088
C: -3.971 2.577 -4.148
Br: -4.313 4.132 -5.398
H: -1.959 3.112 -3.798
H: -2.406 1.460 -3.309
H: -4.377 2.859 -3.180
H: -4.561 1.732 -4.499
Br: 3.844 2.975 -4.971
C: 2.383 1.900 -5.731
C: 2.141 2.439 -7.131
Br: 0.854 1.227 -8.016
H: 1.487 1.964 -5.120
H: 2.769 0.886 -5.782
H: 3.036 2.427 -7.747
H: 1.765 3.457 -7.160

Charge ... +2
Orbital gap ... 6.59 eV

---

two.
Entry from the OMol25 dataset: a cluster of 11 separate species, C18H40BBr14N3O8 in total (ωB97M-V/def2-TZVPD).

Cartesian coordinates (Å):
N: 5.297 10.665 -11.467
H: 5.099 9.765 -11.880
H: 5.781 10.582 -10.585
H: 4.439 11.077 -11.130
H: 5.758 11.254 -12.147
N: 0.874 4.386 -12.149
H: 0.608 4.601 -13.100
H: 0.280 4.915 -11.528
H: 1.800 4.777 -12.045
H: 0.980 3.383 -12.195
N: 6.740 20.325 -11.281
H: 5.958 19.790 -10.933
H: 6.418 21.267 -11.451
H: 7.045 19.843 -12.115
H: 7.580 20.241 -10.727
O: -0.749 10.124 -9.970
C: -0.939 11.361 -10.190
O: -0.007 12.211 -10.494
B: -0.550 13.523 -10.747
O: -2.016 13.419 -10.382
C: -2.252 12.190 -9.959
O: -3.376 11.746 -9.605
O: 0.203 14.496 -9.823
C: 0.720 15.508 -10.574
O: 1.424 16.401 -10.169
C: 0.392 15.173 -12.028
O: -0.257 13.998 -12.087
O: 0.734 15.976 -12.994
Br: 0.175 9.088 -16.722
C: 1.355 10.438 -17.648
C: 1.740 9.919 -19.041
Br: 2.909 11.246 -19.992
H: 2.163 10.745 -16.984
H: 0.675 11.278 -17.784
H: 0.970 9.713 -19.785
H: 2.332 9.009 -18.947
Br: 0.709 2.566 -5.521
C: 0.705 3.316 -3.669
C: 1.496 4.642 -3.774
Br: 3.430 4.150 -4.129
H: 1.090 2.496 -3.062
H: -0.337 3.430 -3.370
H: 1.416 5.203 -2.843
H: 1.151 5.320 -4.555
Br: -9.937 15.883 -13.784
C: -9.032 16.291 -12.006
C: -9.475 15.287 -10.945
Br: -9.219 16.204 -9.155
H: -9.361 17.274 -11.667
H: -7.952 16.213 -12.126
H: -8.895 14.365 -10.911
H: -10.528 15.030 -11.059
Br: -1.711 13.880 -3.159
C: -1.180 15.702 -3.896
C: -2.466 16.281 -4.505
Br: -3.605 17.321 -3.181
H: -0.319 15.528 -4.540
H: -0.895 16.379 -3.091
H: -3.011 15.507 -5.046
H: -2.087 17.034 -5.195
Br: 3.842 20.909 -20.820
C: 4.695 19.448 -19.838
C: 4.667 18.045 -20.631
Br: 5.300 18.179 -22.537
H: 4.266 19.513 -18.839
H: 5.737 19.749 -19.727
H: 3.694 17.554 -20.606
H: 5.320 17.417 -20.026
Br: -6.674 6.973 -4.025
C: -8.101 8.202 -3.215
C: -8.041 9.709 -3.647
Br: -9.559 10.672 -2.763
H: -7.971 8.140 -2.135
H: -9.045 7.700 -3.432
H: -8.352 9.666 -4.691
H: -7.098 10.241 -3.520
Br: -3.557 18.529 -19.881
C: -4.578 19.210 -18.367
C: -3.675 19.267 -17.120
Br: -4.435 20.254 -15.513
H: -5.503 18.637 -18.305
H: -4.907 20.199 -18.686
H: -2.717 19.735 -17.346
H: -3.390 18.267 -16.792

Charge ... +2
Orbital gap ... 5.63 eV

---

Which one is most stable, and which one is least stable? one is the most stable of them, while two is the least stable.

---

one.
Entry from the OMol25 dataset: a structure of composition ClCu (ωB97M-V/def2-TZVPD).

Cartesian coordinates (Å):
Cu: 0.641 -1.845 -0.748
Cl: -0.641 1.845 0.748

<S²> ... 0.75
Charge ... +1
Orbital gap (spin up / spin down) ... 7.74 / 7.08 eV
Spin multiplicity ... 2

---

two.
Entry from the OMol25 dataset: a structure of composition ClCu (ωB97M-V/def2-TZVPD).

Cartesian coordinates (Å):
Cu: -1.137 0.475 0.078
Cl: 1.137 -0.475 -0.078

<S²> ... 0.77
Charge ... +1
Orbital gap (spin up / spin down) ... 9.84 / 6.56 eV
Spin multiplicity ... 2

---

Which one is most stable, and which one is least stable? two is the most stable of them, while one is the least stable.

---

one.
Entry from the OMol25 dataset: a cluster of 9 separate species, C6H30O9 in total (ωB97M-V/def2-TZVPD).

Cartesian coordinates (Å):
C: 24.537 -14.108 -32.965
C: 24.834 -15.193 -31.929
O: 24.483 -16.419 -32.536
H: 24.493 -13.130 -32.488
H: 23.536 -14.259 -33.370
H: 25.314 -14.087 -33.729
H: 24.196 -15.052 -31.056
H: 25.871 -15.090 -31.608
H: 23.987 -16.900 -31.863
C: 28.561 -20.428 -32.976
C: 27.290 -19.683 -32.613
O: 27.509 -18.309 -32.851
H: 29.450 -20.090 -32.444
H: 28.811 -20.404 -34.036
H: 28.447 -21.475 -32.687
H: 26.866 -19.797 -31.612
H: 26.455 -20.012 -33.237
H: 26.641 -17.945 -33.048
C: 21.358 -15.611 -30.448
C: 21.640 -17.146 -30.397
O: 23.019 -17.419 -30.298
H: 20.299 -15.441 -30.642
H: 21.941 -15.285 -31.311
H: 21.750 -15.059 -29.594
H: 21.419 -17.526 -31.395
H: 21.011 -17.592 -29.626
H: 23.226 -17.588 -29.375
O: 24.773 -17.628 -34.914
H: 24.568 -17.269 -34.043
H: 24.324 -17.041 -35.529
O: 22.904 -15.807 -36.261
H: 22.665 -15.111 -36.877
H: 22.770 -15.419 -35.393
O: 26.370 -11.527 -32.841
H: 26.202 -11.560 -31.894
H: 27.260 -11.871 -32.939
O: 26.418 -14.928 -28.914
H: 25.799 -15.375 -28.334
H: 26.835 -15.631 -29.424
O: 27.947 -16.920 -30.222
H: 28.638 -16.411 -30.650
H: 27.918 -17.745 -30.714
O: 26.245 -12.218 -30.018
H: 26.237 -13.099 -29.632
H: 26.628 -11.658 -29.340

Charge ... 0
SMILES string ... CCO.CCO.CCO.O.O.O.O.O.O
Orbital gap ... 10.23 eV

---

two.
Entry from the OMol25 dataset: a structure of composition C6H30O9 (ωB97M-V/def2-TZVPD).

Cartesian coordinates (Å):
O: -2.114 0.255 1.159
H: -1.251 0.454 0.795
H: -2.488 1.110 1.370
O: -0.076 3.116 0.521
H: 0.594 2.532 0.165
H: -0.904 2.675 0.333
O: -0.325 0.516 0.475
H: 0.610 0.448 0.666
H: -0.416 0.155 -0.407
O: -1.565 -1.829 0.761
H: -1.821 -1.393 1.574
H: -1.567 -1.132 0.105
O: 1.764 0.632 0.182
H: 2.307 1.243 -0.318
H: 2.333 0.330 0.889
O: 0.690 -2.039 1.039
H: 1.319 -2.382 0.404
H: -0.012 -1.668 0.504
C: 1.115 -0.063 2.915
C: 0.555 -1.323 3.697
O: 1.556 -1.727 4.608
H: 0.402 0.402 2.235
H: 2.046 -0.319 2.409
H: 1.256 0.757 3.619
H: 0.138 -2.138 3.105
H: -0.326 -1.044 4.275
H: 1.193 -2.233 5.338
C: -0.008 1.704 -1.539
C: 0.530 1.645 -3.011
O: -0.476 1.471 -3.971
H: -0.576 2.628 -1.430
H: 0.897 1.855 -0.951
H: -0.587 0.816 -1.287
H: 1.218 0.804 -3.107
H: 1.099 2.535 -3.279
H: -1.100 2.199 -3.935
C: -0.994 -1.582 -1.317
C: -0.278 -0.997 -2.565
O: -1.221 -0.620 -3.539
H: -0.327 -1.844 -0.495
H: -1.492 -2.486 -1.665
H: -1.755 -0.899 -0.940
H: 0.293 -1.888 -2.829
H: 0.432 -0.231 -2.253
H: -0.671 -0.447 -4.306

Charge ... 0
Orbital gap ... 9.37 eV

---

Which one is most stable, and which one is least stable? one is the most stable of them, while two is the least stable.

---

one.
Entry from the OMol25 dataset: a structure of composition C7H8N2O2 (ωB97M-V/def2-TZVPD).

Cartesian coordinates (Å):
C: -1.834 -0.672 -1.755
C: -0.686 -1.366 -2.384
C: 0.359 -1.356 -1.533
C: 1.689 -1.763 -1.625
C: -0.423 0.924 1.869
C: 0.750 1.223 0.944
C: 0.154 -0.192 0.962
N: -1.650 -0.275 -0.564
N: -0.582 -0.666 -0.034
O: 2.270 -2.112 -2.625
O: -0.867 -1.958 -3.572
H: -2.705 -0.479 -2.369
H: 2.178 -1.707 -0.556
H: -0.044 0.898 3.003
H: -1.439 1.187 1.941
H: 0.788 1.761 0.013
H: 1.643 1.413 1.581
H: 0.758 -1.062 1.326
H: 0.058 -2.150 -3.740

Charge ... 0
Orbital gap ... 8.63 eV

---

two.
Entry from the OMol25 dataset: an isolated molecule of C7H8N2O2 (ωB97M-V/def2-TZVPD).

Cartesian coordinates (Å):
C: 1.306 -0.770 -1.111
C: 0.439 0.038 -1.833
C: -0.605 0.702 -1.212
C: -0.795 0.504 0.124
C: 0.055 -0.365 0.806
C: 1.145 -0.993 0.222
C: -1.921 1.248 0.884
H: 2.684 -2.241 -1.670
H: 2.386 -0.899 -2.773
H: 0.682 0.210 -2.905
H: -1.094 1.502 -1.827
H: -0.144 -0.634 1.833
H: 1.478 -2.367 1.657
H: 2.684 -2.379 0.447
H: -0.913 0.966 2.608
N: 2.504 -1.211 -1.775
N: 1.999 -1.810 0.987
O: -1.807 1.285 2.296
O: -2.821 1.814 0.313

Charge ... 0
SMILES string ... Nc1ccc(C(=O)O)cc1N
Orbital gap ... 9.09 eV

---

Which one is most stable, and which one is least stable? two is the most stable of them, while one is the least stable.

---

one.
Entry from the OMol25 dataset: the ion C2H7Br2N2 with charge +1 (ωB97M-V/def2-TZVPD).

Cartesian coordinates (Å):
C: 0.716 -0.393 -0.454
C: -0.838 -0.244 -0.296
N: 1.303 0.826 -0.030
N: -1.118 0.347 1.033
Br: 1.128 -1.030 -2.470
Br: -1.715 -2.066 -0.423
H: 1.336 -1.191 0.126
H: -1.066 0.435 -1.049
H: 2.301 0.634 0.012
H: 1.297 1.509 -0.687
H: -0.887 -0.519 1.684
H: -2.085 0.606 1.193
H: -0.373 1.086 1.363

Charge ... +1
SMILES string ... N[C@H](Br)[C@H]([NH3+])Br
Orbital gap ... 9.94 eV

---

two.
Entry from the OMol25 dataset: a cluster of 2 separate species, C2H7Br2N2 in total (ωB97M-V/def2-TZVPD).

Cartesian coordinates (Å):
C: -0.487 1.191 -0.811
C: -0.455 -0.746 0.133
N: 0.196 1.113 -1.936
N: 0.563 -0.665 1.289
Br: 0.336 2.298 0.628
Br: 0.417 -1.876 -1.160
H: -1.529 1.473 -0.944
H: -1.539 -1.024 0.273
H: -0.324 0.748 -2.726
H: 1.134 0.779 -1.907
H: 1.152 -0.021 0.819
H: 0.849 -1.570 1.698
H: 0.103 -0.129 1.998

Charge ... +1
Orbital gap ... 10.02 eV

---

Which one is most stable, and which one is least stable? one is the most stable of them, while two is the least stable.

---

one.
Entry from the OMol25 dataset: an isolated molecule of C4N2 (ωB97M-V/def2-TZVPD).

Cartesian coordinates (Å):
C: 0.392 -0.504 -0.065
C: 0.305 0.688 -0.018
C: -0.261 1.927 0.103
N: -1.058 2.736 0.262
C: 0.439 -1.861 -0.123
N: 0.183 -2.986 -0.159

Charge ... 0
SMILES string ... N#CC#CC#N
Orbital gap ... 10.53 eV

---

two.
Entry from the OMol25 dataset: an isolated molecule of C4N2 (ωB97M-V/def2-TZVPD).

Cartesian coordinates (Å):
C: -0.218 -0.196 0.735
C: 0.719 -0.484 1.588
C: 1.989 -0.483 1.421
N: -0.469 0.676 -2.327
C: -1.148 0.076 -0.100
N: -0.872 0.411 -1.317

Charge ... 0
Orbital gap (spin up / spin down) ... 8.48 / 8.48 eV

---

Which one is most stable, and which one is least stable? one is the most stable of them, while two is the least stable.

---

one.
Entry from the OMol25 dataset: a cluster of 3 separate species, C5H15N2S in total (ωB97M-V/def2-TZVPD).

Cartesian coordinates (Å):
C: 0.613 -2.974 0.289
C: -0.129 0.876 0.051
C: 3.743 0.715 0.717
C: -4.860 -0.302 -0.368
C: 0.360 -1.608 0.156
N: 0.098 -0.512 -0.063
N: 2.949 0.948 -0.554
S: -3.796 1.132 0.142
H: 1.052 -3.263 1.240
H: 1.368 -3.231 -0.422
H: -0.239 -3.530 0.405
H: 0.828 1.314 0.264
H: -0.430 1.472 -0.880
H: -0.782 1.244 0.789
H: 3.696 1.608 1.380
H: 3.381 -0.246 1.200
H: 4.715 0.495 0.509
H: -3.928 -0.979 -0.445
H: -5.519 -0.149 -1.226
H: -5.584 -0.732 0.355
H: 3.321 0.331 -1.219
H: 3.489 1.826 -0.810
H: -4.657 2.002 -0.248

Charge ... +1
Orbital gap ... 8.29 eV

---

two.
Entry from the OMol25 dataset: the ion C5H15N2S with charge +1 (ωB97M-V/def2-TZVPD).

Cartesian coordinates (Å):
C: -0.568 -1.300 0.268
N: 0.607 -0.501 -0.079
C: 0.893 -0.449 -1.517
C: 2.212 0.327 -1.719
S: 2.569 0.257 -3.494
C: -1.750 -0.318 0.444
N: -1.313 0.871 1.186
C: -1.511 0.851 2.648
H: -0.852 -2.008 -0.510
H: -0.372 -1.922 1.144
H: 1.406 -0.819 0.435
H: 1.060 -1.466 -1.870
H: 0.066 -0.038 -2.093
H: 2.015 1.343 -1.375
H: 2.999 -0.115 -1.118
H: 3.709 0.962 -3.566
H: -1.928 -0.033 -0.593
H: -2.655 -0.779 0.827
H: -0.294 0.935 0.988
H: -1.761 1.692 0.803
H: -0.801 1.527 3.125
H: -2.509 1.094 2.994
H: -1.223 -0.111 3.073

Charge ... +1
SMILES string ... C[NH2+]CCNCCS
Orbital gap ... 8.80 eV

---

Which one is most stable, and which one is least stable? two is the most stable of them, while one is the least stable.